Entry 1:
Formula: C19H45ClFNO9P
Source: the OMol25 dataset
Level of theory: wB97M-V/def2-TZVPD

Geometry as XYZ:
```
77
Properties=species:S:1:pos:R:3:forces:R:3
C -0.566 -6.364 -0.645 0.059 0.040 0.029
H -0.689 3.703 1.018 -0.040 -0.024 -0.007
O 0.011 -5.092 -0.425 -0.142 -0.085 -0.032
C 4.362 -0.975 2.077 -0.496 0.527 -0.074
C 3.171 6.258 2.986 -0.036 0.012 0.140
C 5.394 5.905 0.312 -0.069 -0.036 -0.025
H 5.569 6.283 1.323 0.032 -0.005 0.004
H 2.215 6.026 3.467 -0.075 0.086 -0.099
H -1.605 7.727 2.913 0.027 -0.017 0.030
H 4.379 2.923 0.780 0.002 -0.013 0.035
H -1.438 5.966 0.418 -0.052 -0.004 -0.005
H -0.281 -7.004 0.189 0.041 0.020 0.004
H 5.050 6.727 -0.316 -0.013 -0.025 -0.029
C -3.307 6.187 3.675 -0.017 -0.013 -0.039
O -3.225 6.575 2.316 0.047 0.004 0.090
C -2.990 -4.867 -4.460 -0.045 -0.212 0.263
O -0.523 5.406 2.192 -0.160 -0.019 0.011
H -5.425 -5.232 -7.719 0.005 0.047 -0.003
H -2.187 -4.326 -4.970 -0.012 0.022 -0.045
C 4.623 3.875 1.258 -0.198 -0.062 -0.193
H -4.149 5.503 3.771 -0.023 0.018 -0.036
H 3.004 6.419 1.917 -0.034 0.006 -0.002
H 0.388 -3.488 -1.616 -0.027 0.030 0.009
F 3.545 0.931 3.294 0.318 0.478 0.350
O 4.398 4.907 0.295 0.098 0.056 0.071
H -1.084 -2.739 0.230 0.040 -0.004 0.011
C -1.014 6.409 1.323 0.297 -0.006 0.145
H -3.006 -3.364 1.605 0.063 -0.017 0.046
C 3.229 -0.420 2.927 -0.592 -0.531 -0.412
H 2.697 4.062 2.191 -0.017 -0.002 -0.027
H -2.313 8.105 1.333 0.029 0.002 0.012
C -2.036 7.288 2.008 -0.210 0.008 -0.191
O -2.954 -6.249 -4.795 0.009 0.044 -0.145
H -2.617 -5.878 -6.816 0.021 0.018 -0.006
H -2.172 4.161 1.903 -0.005 0.020 -0.017
H -0.161 7.030 1.026 -0.029 0.018 -0.035
H -1.903 -4.745 1.370 0.017 0.026 0.019
Cl 0.200 -0.478 3.513 -0.234 -0.323 0.067
H 3.491 -2.964 2.249 -0.208 -0.289 0.022
C -5.447 -5.230 -6.630 0.023 0.063 -0.012
C -2.807 -4.256 1.002 -0.065 0.026 -0.025
C -1.081 4.122 1.950 0.096 -0.035 0.021
H 5.335 -3.997 2.780 0.036 -0.041 0.025
H 3.572 7.175 3.421 0.054 -0.049 0.045
C -2.264 -6.515 -6.001 -0.006 -0.027 0.069
H -0.186 -6.806 -1.573 -0.067 -0.022 -0.021
H 4.242 -0.748 1.009 0.209 -0.197 -0.346
C -1.498 -3.204 -0.668 -0.198 0.054 -0.121
H -3.488 7.059 4.314 0.043 -0.017 0.037
C 4.432 -2.427 2.315 -0.235 0.104 -0.215
H -2.399 5.678 4.004 0.008 0.015 0.015
H 5.313 -0.567 2.385 0.234 0.309 0.209
H -2.820 -4.790 -3.382 -0.032 0.040 -0.006
P 1.728 -0.192 2.007 0.336 0.723 -0.422
C -4.330 -4.252 -4.784 0.072 0.255 -0.150
H 1.919 -2.345 1.475 -0.144 0.198 -0.085
H -6.472 -5.027 -6.300 -0.009 -0.065 0.017
N 5.504 -3.006 2.620 0.790 -0.652 0.217
H -5.128 -4.796 -4.271 -0.001 -0.039 0.010
H 6.336 5.521 -0.099 0.041 0.037 0.051
H -0.886 -4.562 -2.218 -0.013 -0.035 -0.005
O 1.617 -1.532 1.037 -0.093 -0.325 0.572
C -0.470 -4.098 -1.318 0.306 0.082 0.120
H -5.139 -6.215 -6.269 -0.022 -0.008 0.019
H 3.901 3.177 3.131 -0.037 -0.020 -0.031
O 4.093 5.214 3.216 -0.047 0.092 -0.253
H -1.186 -6.371 -5.868 0.006 0.032 -0.060
H -4.340 -3.219 -4.424 -0.005 -0.019 0.031
O -4.570 -4.214 -6.186 -0.026 -0.132 0.016
H 5.678 3.849 1.548 0.025 0.028 0.009
H -0.784 3.472 2.771 0.063 0.009 -0.012
H -2.447 -7.556 -6.263 0.000 -0.014 0.045
H -1.765 -2.405 -1.368 0.046 0.020 0.011
H -1.657 -6.309 -0.692 -0.006 -0.010 -0.029
O -2.695 -3.916 -0.369 0.070 -0.084 0.048
H -3.647 -4.943 1.103 -0.022 0.018 -0.043
C 3.752 4.038 2.478 0.202 -0.107 0.313
```
Positions in Å, forces in eV/Å.

Properties
HOMO ... -2.8 eV
Spin multiplicity ... 1
HOMO-LUMO gap ... 5.00 eV
Net charge ... -1

=====

Entry 2:
Formula: C19H45I2LuO5P2Si
Source: the OMol25 dataset
Level of theory: wB97M-V/def2-TZVPD

Geometry as XYZ:
```
75
Properties=species:S:1:pos:R:3:forces:R:3
H -2.220 -3.661 -4.474 -0.375 0.101 -0.133
H -0.436 0.016 4.472 -0.126 -0.073 0.016
H 0.427 -3.509 3.897 -0.136 -0.191 0.221
C -1.335 -3.012 -1.521 0.020 0.056 0.227
C 2.503 1.349 2.663 0.201 0.315 0.005
H -3.351 3.550 -3.705 0.200 0.254 -0.037
H -2.217 3.608 -1.033 0.242 0.202 -0.187
H 0.734 -1.974 -4.702 -0.193 -0.419 0.186
H -2.239 -2.580 -1.063 0.155 -0.345 -0.093
O -0.420 -0.399 1.860 1.208 -0.344 -1.565
H -0.501 -2.761 -0.847 -0.245 -0.390 -0.316
Si 0.694 -0.707 0.677 -0.001 -0.599 1.767
C 1.399 -4.475 1.645 0.158 0.138 -0.020
C -1.494 0.163 2.583 -0.429 0.194 0.672
H -0.461 3.627 -0.797 -0.219 0.140 -0.300
H 4.430 2.365 1.007 0.463 0.175 -0.144
H 2.218 -4.684 0.953 -0.064 -0.007 0.077
H -1.482 2.170 1.654 0.184 0.059 0.170
H -0.468 1.959 3.096 -0.031 0.145 0.048
H -1.552 -1.341 4.150 0.019 0.247 0.090
H -1.441 -4.095 -1.671 -0.011 0.323 0.021
C -2.378 -2.611 -4.210 -0.094 -0.289 -0.427
H 2.946 2.245 3.084 0.068 0.039 0.433
O 0.029 -0.598 -0.830 -0.008 0.850 -2.624
P -1.082 -2.114 -3.068 -0.450 -1.031 0.047
H 4.403 0.589 0.830 -0.001 0.189 0.000
Lu -0.671 0.413 -2.904 1.997 -1.608 -0.857
C 0.470 3.748 -3.834 0.320 -0.288 -0.015
H 0.448 -4.649 1.130 0.113 0.000 0.112
C 1.460 -3.036 2.133 0.001 0.217 -0.380
O 1.931 0.338 0.602 -0.555 -0.263 -0.628
H -0.643 -2.863 2.643 0.074 -0.014 0.019
I 2.101 0.883 -2.889 0.809 -0.421 0.467
H -3.586 -0.025 2.865 0.093 -0.197 -0.260
P -1.057 3.054 -3.092 -0.106 1.785 -0.049
C -1.399 1.672 2.612 -0.490 0.556 0.280
H 3.633 -2.839 2.126 -0.107 0.022 0.044
H 3.856 1.608 -0.515 0.087 0.133 0.130
H -3.357 -2.455 -3.742 0.170 -0.303 0.019
C 1.716 2.745 0.719 0.019 -0.114 0.192
C 0.511 -2.602 -3.820 0.061 0.136 -0.051
H 1.488 1.223 3.057 0.232 0.017 -0.104
H 0.440 -1.793 3.574 0.013 -0.157 -0.147
H 1.330 -2.432 -3.103 -0.336 -0.342 -0.135
H -3.184 0.001 1.158 -0.039 -0.205 0.063
H -2.835 -1.453 2.139 -0.037 -0.051 -0.074
H 0.718 3.147 -4.720 -0.135 0.357 -0.018
O -1.807 1.062 0.024 -0.123 -0.178 -7.091
H 0.423 -3.658 -4.119 0.335 0.285 0.050
H 2.787 -1.645 3.155 -0.050 -0.181 -0.128
H 2.884 -3.332 3.658 0.259 -0.029 0.180
H -1.260 5.012 -1.617 0.003 -0.371 -0.045
H -2.237 2.035 3.218 0.255 0.102 0.007
H 1.319 3.601 -3.147 -0.427 0.402 -0.117
C 2.498 1.523 1.159 -0.150 -1.080 -0.167
H 1.707 2.811 -0.373 0.074 0.101 0.013
H 1.465 -5.141 2.499 0.040 -0.225 0.005
H -2.201 4.744 -4.449 -0.169 -0.345 0.180
I -3.882 0.522 -3.024 0.032 -0.134 -0.405
H 0.687 2.709 1.087 0.079 0.007 0.036
H -2.197 0.249 4.621 0.405 -0.229 -0.234
C 3.901 1.525 0.575 -0.098 0.095 0.408
H 0.363 4.806 -4.114 -0.005 -0.323 0.131
O 1.307 -2.241 0.931 -0.944 1.765 -0.938
C 0.340 -2.770 3.107 0.047 -0.180 0.352
C -2.847 -0.364 2.126 -0.419 0.188 0.090
H 3.109 0.479 2.928 -0.077 0.187 0.033
H -2.382 3.079 -5.096 0.028 0.296 0.105
C -1.405 -0.262 4.045 0.048 -0.163 0.541
C -2.372 3.690 -4.181 -0.109 -0.232 -0.279
H -2.374 -1.986 -5.112 0.139 -0.267 0.084
C -1.637 0.895 -1.133 -1.651 1.534 10.552
H 2.217 3.613 1.143 -0.157 0.249 -0.168
C -1.266 3.918 -1.492 -0.025 -0.058 0.205
C 2.784 -2.679 2.795 -0.056 -0.217 -0.144
```
Positions in Å, forces in eV/Å.

Properties
HOMO (alpha / beta) ... -14.4 / -14.4 eV
Spin multiplicity ... 1
HOMO-LUMO gap (alpha / beta) ... 3.98 / 4.27 eV
Net charge ... +2

=====

| no. | total energy (hartree) |
| --- | --- |
| 1 | -2384.093142 |
| 2 | -3929.855079 |